Entry from the OMol25 dataset: C4H3NO2 in the gas phase at a distorted geometry (ωB97M-V/def2-TZVPD).

Output
* energy relative to the best compared isomer or geometry (same formula, charge and spin): 449.60 kJ/mol
* SMILES: C#C/C(C=O)=N/O
* gap between HOMO and LUMO: 9.33 eV
* net charge: 0

```
10
Properties=species:S:1:pos:R:3:forces:R:3:nbo_charge:R:1
C -1.14487 0.87808 -2.14441 -0.310 -0.193 -0.312 -0.13
C -0.48648 0.43834 -1.24973 1.003 0.270 -0.441 -0.07
C 0.22042 -0.00005 -0.10235 0.929 -0.479 1.412 0.01
C -0.77817 -0.45455 0.97750 -0.553 -1.720 0.389 0.39
O -1.82219 -1.05135 0.75768 1.560 1.285 -0.308 -0.48
N 1.53182 0.00852 0.05370 -2.706 0.305 -0.511 -0.04
O 1.90854 -0.43071 1.31082 -2.085 -0.360 -0.348 -0.54
H -1.76991 1.15368 -2.95893 0.032 0.146 0.003 0.24
H -0.46583 -0.35077 2.02255 0.212 0.410 0.013 0.14
H 2.80667 -0.19118 1.33316 1.917 0.335 0.102 0.48
```
Positions in Å, forces in eV/Å.



Entry from the OMol25 dataset: C29H30ClCsFKN2NaO9 as an isolated structure at a distorted geometry (ωB97M-V/def2-TZVPD).

Output
* gap between HOMO and LUMO: 1.97 eV
* net charge: -1

```
75
Properties=species:S:1:pos:R:3:forces:R:3:lowdin_charge:R:1
O 2.05876 -0.62377 2.14204 -2.458 0.686 -0.764 -0.29
C 1.08393 -0.43723 1.38682 1.552 1.133 -2.310 -0.37
N -0.28203 -0.64096 1.72220 0.736 0.158 0.059 0.12
C -1.17008 -0.24072 0.62579 1.415 1.133 -3.036 -0.40
O -2.36868 -0.12703 0.56397 0.155 -1.093 1.133 0.13
C -0.22691 0.09426 -0.52347 2.497 0.126 -0.741 -0.06
C -0.48912 0.45918 -1.89475 1.079 0.062 0.456 0.08
C 0.63161 0.76446 -2.76216 0.411 -0.338 0.301 -0.12
C 0.39488 1.20106 -4.22691 -0.570 0.900 -0.155 -0.19
C 0.36765 0.29489 -5.33997 -0.288 1.953 -0.641 -0.02
C 0.11181 0.86157 -6.65544 0.132 0.981 0.450 -0.08
C -0.08563 2.28158 -6.84462 0.168 -0.087 1.491 -0.08
C -0.05515 3.18696 -5.71833 0.356 -2.054 0.686 -0.07
C 0.16859 2.62725 -4.41387 0.041 -0.747 -1.117 -0.02
C 2.04327 0.72187 -2.32862 -1.732 -0.519 1.189 0.03
C 2.34222 0.32995 -0.98691 -1.857 -0.150 0.789 0.00
C 1.18975 0.01544 -0.09012 -1.605 0.038 -0.039 -0.04
H -0.44810 -1.52990 2.18568 0.665 3.565 2.576 0.08
H -1.53435 0.50044 -2.26852 0.875 0.129 0.225 0.14
H 0.54377 -0.79097 -5.20739 -0.178 0.883 -0.090 0.11
H 0.08718 0.24096 -7.59374 0.010 0.476 1.331 0.08
H -0.27519 2.73072 -7.84323 0.198 -0.705 0.732 0.10
H -0.18759 4.28595 -5.78519 0.014 -0.989 -0.258 0.11
H 0.16841 3.31254 -3.53534 0.025 -0.782 -0.733 0.12
H 2.83420 0.99851 -3.06084 -0.561 -0.325 0.891 0.14
H 3.40749 0.27876 -0.61799 -0.958 0.183 -0.833 0.05
C 1.67618 -0.65970 5.21298 -0.187 0.326 0.093 -0.07
C 1.51573 -2.17006 5.29715 0.741 0.322 -0.255 -0.24
O 1.22923 -2.56596 6.62582 -0.393 -0.376 -0.393 0.03
C -0.03331 -2.34785 7.01434 -0.069 0.167 0.821 -0.76
O -0.91817 -1.87427 6.32468 0.100 -0.363 -0.337 0.04
O -0.14435 -2.71843 8.27882 -1.930 -3.804 -1.702 -0.27
C -1.43965 -2.47627 8.83915 -0.691 -0.784 -0.047 -0.17
H 2.42439 -0.31695 5.93099 -0.038 -0.148 0.045 0.09
H 1.97353 -0.35584 4.20583 -0.010 -0.072 0.282 0.02
H 0.74394 -0.14702 5.45757 0.038 -0.044 0.043 0.07
H 2.45498 -2.66349 5.01593 -0.030 -0.313 0.340 0.07
H 0.73923 -2.53637 4.60847 -0.217 0.075 0.057 0.10
H -2.22378 -2.92364 8.22137 0.126 -0.062 -0.072 0.08
H -1.60329 -1.41043 8.95470 -0.012 -0.065 -0.125 0.00
H -1.46332 -2.94181 9.82326 0.280 -0.010 -0.066 0.09
C -4.48180 1.99227 -0.91086 -0.542 -0.041 0.637 -0.45
O -4.37918 2.81250 -1.94361 0.259 -0.150 -0.076 -0.30
H -4.73977 2.44337 0.07419 0.099 0.391 0.034 0.05
H -5.23820 1.17408 -0.98432 -0.044 -0.213 -0.406 0.05
H -3.56112 1.40299 -0.64078 0.465 -0.030 -0.111 0.03
Na -0.84840 -2.67910 1.27899 -1.409 -3.361 -1.974 0.82
O 5.61987 1.11199 -1.48351 -0.782 -0.758 0.460 -0.54
H 5.67002 1.52067 -0.62077 0.331 0.589 0.343 -0.30
N -1.81544 1.90196 8.00609 -0.204 0.220 -0.099 0.02
C -1.26135 3.13338 8.19927 -0.033 -0.115 -0.132 -0.15
C -2.09072 3.84876 9.02681 0.097 0.127 -0.039 -0.13
C -3.18644 3.00921 9.34874 -0.142 -0.061 0.048 -0.13
C -2.98426 1.81392 8.70482 0.071 -0.061 -0.150 -0.15
H -1.42061 1.16822 7.43767 0.208 -0.146 0.406 0.11
H -0.32667 3.39642 7.73210 -0.008 -0.031 0.086 0.10
H -1.92704 4.86067 9.36385 0.010 -0.047 0.000 0.08
H -4.02674 3.25196 9.98064 0.041 -0.025 -0.010 0.08
H -3.57225 0.91082 8.68417 0.041 0.033 0.036 0.10
K 3.72535 -2.09701 1.81643 1.499 -2.135 0.454 0.83
Cs 4.68940 1.21911 2.08593 0.081 0.456 -0.194 1.06
F 4.02804 -4.18290 4.81626 -0.138 0.663 -1.052 -0.80
Cl 0.49101 -0.67843 8.90846 2.251 5.231 1.443 -0.01
C 0.03980 -2.21876 -12.12681 -0.088 -0.150 0.036 0.02
C -0.30281 -3.09773 -11.18757 -0.013 0.045 -0.171 0.02
C 0.16432 -2.94970 -9.78913 -0.053 -0.121 0.135 -0.39
O -0.14566 -3.75128 -8.93287 0.025 0.052 -0.055 0.11
C 1.02549 -1.78511 -9.47701 0.089 0.132 -0.023 0.01
C 1.36861 -0.90591 -10.41585 0.019 -0.026 0.167 0.02
C 0.90143 -1.05399 -11.81442 0.045 0.129 -0.132 -0.39
O 1.21149 -0.25269 -12.67059 -0.021 -0.061 0.054 0.11
H -0.29136 -2.31122 -13.15342 0.025 0.045 -0.005 0.12
H -0.93174 -3.95352 -11.39812 0.006 -0.007 0.052 0.12
H 1.35690 -1.69251 -8.45018 -0.005 -0.047 0.002 0.12
H 1.99782 -0.05013 -10.20474 -0.009 0.009 -0.041 0.12
```
Positions in Å, forces in eV/Å.



Entry from the OMol25 dataset: a 3-piece molecular cluster, C39H34BNO7Si overall (ωB97M-V/def2-TZVPD).

Output
* SMILES: Cc1cccc(C[Si@@H](CCC(=O)O)B(N)O)c1.O=C1c2ccccc2C(=O)c2ccccc21.O=C1c2ccccc2C(=O)c2ccccc21
* gap between HOMO and LUMO: 7.48 eV
* net charge: 0

```
83
Properties=species:S:1:pos:R:3:forces:R:3:lowdin_charge:R:1
C 1.00443 2.56560 2.99057 -0.163 -0.044 0.074 -0.05
C 1.43219 1.76680 1.79382 0.099 -0.165 -0.143 -0.28
C 2.69731 1.88649 1.22208 -0.144 -0.112 -0.043 -0.05
C 3.03023 1.13975 0.09583 -0.098 -0.102 0.056 -0.07
C 2.11691 0.25767 -0.46566 -0.053 0.117 0.187 -0.06
C 0.84889 0.11238 0.10128 0.041 0.129 -0.030 -0.31
C -0.14045 -0.87906 -0.44774 0.176 0.044 0.112 -0.24
Si 0.00789 -2.54449 0.45404 -0.221 0.025 0.204 0.75
C 0.63959 -2.30904 2.22499 0.321 -0.179 -0.378 -0.26
C 2.14347 -1.94612 2.32955 -0.029 0.470 0.143 -0.16
C 2.90329 -2.96568 3.11568 0.338 -0.107 -0.036 -0.52
O 3.71016 -3.72670 2.66407 -0.201 -0.128 0.024 0.13
O 2.60514 -2.94418 4.46470 -0.585 0.188 -0.212 0.07
B -1.81421 -3.48381 0.54065 0.016 -0.023 0.110 -0.63
N -3.06548 -2.74162 0.69580 0.484 0.177 -0.182 0.11
O -1.89292 -4.84642 0.44129 -0.136 0.157 0.248 0.10
C 0.52669 0.87186 1.22447 0.181 0.017 -0.122 -0.03
H 0.14753 3.18583 2.72577 0.017 0.131 0.054 0.08
H 1.79344 3.19833 3.38935 0.080 0.044 -0.087 0.07
H 0.66416 1.90982 3.79300 0.023 -0.044 0.036 0.08
H 3.42412 2.56151 1.65406 0.008 0.060 0.025 0.11
H 4.01316 1.23532 -0.34556 0.031 0.040 -0.018 0.10
H 2.38821 -0.31886 -1.34189 0.001 0.029 -0.059 0.10
H -1.15201 -0.48306 -0.35020 -0.083 -0.050 0.048 0.07
H 0.04091 -1.04499 -1.51027 -0.028 -0.027 -0.060 0.08
H 1.00263 -3.36138 -0.29781 0.040 -0.054 0.099 0.00
H 0.45486 -3.25830 2.73355 -0.138 0.037 0.131 0.07
H 0.02876 -1.54728 2.70680 -0.061 -0.046 0.156 0.08
H 2.23580 -0.99041 2.84792 0.058 0.040 -0.010 0.12
H 2.62413 -1.83009 1.36182 0.010 -0.099 -0.048 0.10
H 2.20410 -3.78512 4.70977 0.409 -0.194 0.177 0.11
H -3.46030 -2.44720 -0.19306 -0.351 -0.279 0.072 0.07
H -2.88516 -1.88013 1.20144 -0.078 0.125 -0.122 0.05
H -1.03857 -5.24899 0.61679 0.065 -0.164 -0.430 0.08
H -0.45576 0.76814 1.67515 -0.062 0.029 -0.018 0.12
O -7.59896 4.37777 4.84578 -0.004 -0.003 -0.002 0.11
C -6.59081 3.81491 4.47760 -0.032 0.025 0.018 -0.28
C -6.12249 2.56138 5.13622 0.036 0.011 -0.051 -0.08
C -6.87467 2.02466 6.17328 -0.019 -0.069 0.063 0.00
C -6.47404 0.84595 6.77869 0.015 0.000 -0.012 -0.05
C -5.32089 0.19707 6.35093 -0.010 0.016 -0.001 -0.06
C -4.56092 0.73388 5.32617 -0.008 -0.064 0.066 0.00
C -4.95563 1.91878 4.71766 -0.026 0.048 -0.023 -0.08
C -4.11431 2.48683 3.62682 0.044 -0.004 -0.020 -0.28
O -3.07457 1.95651 3.29484 0.047 -0.056 -0.027 0.09
C -4.59294 3.72666 2.95239 -0.041 -0.016 0.042 -0.08
C -3.84492 4.25738 1.90863 0.013 0.060 -0.068 0.00
C -4.28407 5.39459 1.25302 -0.016 0.001 0.013 -0.06
C -5.47250 6.00672 1.63661 0.016 -0.014 0.005 -0.06
C -6.21677 5.48792 2.68218 0.010 0.073 -0.064 0.00
C -5.77917 4.34897 3.34594 0.026 -0.054 0.019 -0.08
H -7.77116 2.53691 6.49338 -0.006 0.041 -0.043 0.12
H -7.06256 0.42775 7.58437 -0.004 -0.007 0.005 0.11
H -5.01534 -0.72876 6.81976 0.003 -0.004 0.010 0.11
H -3.65961 0.24202 4.98817 0.025 0.042 -0.034 0.12
H -2.92460 3.77004 1.61785 -0.002 -0.049 0.032 0.12
H -3.70169 5.80540 0.43909 0.002 0.005 -0.008 0.11
H -5.81681 6.89163 1.11817 0.002 0.010 -0.003 0.11
H -7.14019 5.95649 2.99253 -0.012 -0.031 0.053 0.12
O 4.88965 -3.30863 -8.11771 -0.005 0.000 -0.003 0.11
C 4.57110 -2.60196 -7.18580 0.021 -0.025 -0.028 -0.28
C 4.25425 -1.15797 -7.38689 -0.013 -0.018 0.061 -0.08
C 4.30570 -0.63007 -8.67071 -0.015 0.071 -0.064 0.00
C 3.98685 0.70009 -8.88357 -0.004 0.002 0.021 -0.06
C 3.61395 1.50928 -7.81567 0.008 -0.019 -0.006 -0.06
C 3.57224 0.99173 -6.53254 -0.004 0.078 -0.055 0.00
C 3.89586 -0.34130 -6.31269 0.016 -0.057 -0.001 -0.08
C 3.86008 -0.87369 -4.92118 -0.009 -0.025 0.068 -0.28
O 3.59432 -0.15587 -3.98041 -0.034 0.048 0.032 0.10
C 4.15512 -2.32129 -4.72179 0.001 0.013 -0.058 -0.08
C 4.09534 -2.85037 -3.43817 -0.002 -0.066 0.050 0.00
C 4.34136 -4.19691 -3.23308 0.002 -0.009 -0.014 -0.05
C 4.64815 -5.02156 -4.31028 -0.004 0.022 0.005 -0.05
C 4.71905 -4.49833 -5.59005 0.013 -0.078 0.057 0.00
C 4.47651 -3.14681 -5.80093 -0.018 0.056 -0.001 -0.08
H 4.59330 -1.27097 -9.49238 -0.001 -0.054 0.027 0.12
H 4.02527 1.10911 -9.88444 -0.003 0.006 -0.007 0.11
H 3.35696 2.54623 -7.98645 0.006 0.010 -0.004 0.11
H 3.28949 1.61079 -5.69253 0.015 -0.037 0.047 0.12
H 3.85441 -2.19995 -2.60881 -0.009 0.046 -0.023 0.11
H 4.29277 -4.60635 -2.23275 -0.001 -0.002 0.009 0.11
H 4.83402 -6.07500 -4.14860 0.006 -0.007 0.005 0.11
H 4.96071 -5.12823 -6.43471 0.008 0.042 -0.044 0.12
```
Positions in Å, forces in eV/Å.



Entry from the OMol25 dataset: C4H13O4 as an isolated structure at a distorted geometry (ωB97M-V/def2-TZVPD).

Output
* energy relative to the best compared isomer or geometry (same formula, charge and spin): 71.59 kJ/mol
* gap between HOMO and LUMO: 8.44 eV
* net charge: -1

```
21
Properties=species:S:1:pos:R:3:forces:R:3:nbo_charge:R:1
C 0.91848 -1.36393 1.06395 -1.617 -0.503 -0.590 -0.44
C 0.56130 -0.13734 1.87485 0.400 0.401 -0.197 -0.42
C 0.22210 1.10502 1.07006 0.154 0.332 -1.304 -0.06
O 1.18954 1.39273 0.06576 0.736 0.550 1.579 -0.78
C -0.28185 -1.83201 0.14338 0.263 0.323 0.756 -0.01
O -0.18407 -1.50492 -1.17037 0.016 -0.377 -0.408 -0.85
H 1.74902 -1.18165 0.39338 0.405 -0.184 0.142 0.22
H 1.03536 -2.22896 1.72372 0.757 0.238 0.155 0.18
H 1.38179 0.19110 2.52331 0.082 -0.348 0.113 0.18
H -0.28145 -0.38678 2.49951 -0.428 -0.009 0.487 0.18
H -0.73830 1.12475 0.55404 -0.416 -0.644 0.207 0.15
H 0.16534 1.94467 1.76212 0.231 0.269 0.045 0.15
H -1.21886 -1.46883 0.61409 -0.072 0.226 0.072 0.10
H -0.35765 -2.92155 0.27491 0.102 -0.211 -0.260 0.12
H -0.05387 -0.42522 -1.58073 -0.199 -0.636 -0.124 0.49
H 0.97608 0.97332 -0.77820 -0.460 -0.066 -0.643 0.52
H 0.30596 0.38284 -3.14460 -0.053 -0.021 0.830 0.46
O 0.11330 0.59971 -2.21490 0.320 0.729 -0.886 -1.16
H -2.25017 1.69141 -1.28391 -0.105 0.145 -0.353 0.45
H -1.16364 1.88418 -2.27468 0.166 -0.467 -0.116 0.51
O -2.08842 2.16147 -2.11567 -0.284 0.251 0.496 -0.99
```
Positions in Å, forces in eV/Å.